Here is a structure of composition C24H62O29P5V from OMol25. Energies are from the ωB97M-V functional and the def2-TZVPD basis.

The geometry in XYZ format:
```
121
Properties=species:S:1:pos:R:3:mulliken_charge:R:1
O -10.988 -1.350 20.590 -0.5563
V -10.852 -0.341 19.347 1.7744
O -12.326 0.164 18.959 -0.5690
O -4.799 1.341 16.666 -0.4341
C -5.913 0.957 17.211 0.7798
O -5.890 0.362 18.295 -0.6661
O -6.976 0.940 16.581 -0.6415
H -4.270 1.019 17.399 0.3135
C -1.581 -3.842 11.499 -0.6540
O -0.523 -4.532 10.869 -0.3174
P -0.795 -5.962 10.041 0.9997
O -1.873 -5.872 9.041 -0.6381
O 0.709 -6.412 9.554 -0.3016
C 1.293 -5.641 8.489 -0.6582
O -1.050 -6.960 11.294 -0.2578
C -1.155 -8.392 11.063 -0.7046
H -1.502 -2.792 11.218 0.2470
H -1.596 -3.809 12.588 0.2447
H -2.498 -4.285 11.109 0.3263
H 1.652 -6.424 7.821 0.2400
H 2.119 -5.048 8.881 0.2623
H 0.639 -4.879 8.066 0.3304
H -0.148 -8.805 11.002 0.2883
H -1.779 -8.729 10.235 0.3252
H -1.496 -8.901 11.965 0.2678
C -10.092 -7.458 16.596 -0.6935
O -10.017 -7.019 15.236 -0.3268
P -9.406 -5.515 14.981 0.9589
O -9.890 -4.467 15.884 -0.5992
O -7.801 -5.899 15.063 -0.2996
C -7.072 -5.884 16.284 -0.6576
O -9.740 -5.338 13.382 -0.3443
C -9.097 -4.364 12.579 -0.6032
H -10.983 -8.024 16.865 0.2790
H -10.078 -6.618 17.290 0.3172
H -9.245 -8.083 16.881 0.2825
H -6.472 -6.791 16.355 0.2647
H -7.634 -5.673 17.193 0.2967
H -6.239 -5.190 16.167 0.3076
H -8.585 -3.658 13.233 0.3344
H -9.859 -3.811 12.031 0.2478
H -8.413 -4.858 11.889 0.2347
C 4.019 -2.436 19.259 -0.5743
O 3.544 -1.444 20.151 -0.3221
P 2.686 -0.146 19.606 1.0438
O 1.696 -0.511 18.495 -0.6574
O 2.067 0.438 20.974 -0.3424
C 2.865 0.614 22.108 -0.5906
O 3.789 0.953 19.178 -0.2839
C 4.271 0.911 17.874 -0.7197
H 5.094 -2.573 19.370 0.2897
H 3.952 -2.033 18.248 0.2135
H 3.601 -3.441 19.309 0.2520
H 3.152 1.662 22.192 0.2493
H 3.771 0.025 21.964 0.2862
H 2.458 0.285 23.064 0.2643
H 3.887 0.118 17.233 0.3469
H 5.355 0.903 17.761 0.2669
H 3.901 1.868 17.506 0.2778
C -5.765 5.331 23.779 -0.6239
O -6.641 4.512 23.043 -0.2608
P -8.211 4.613 23.375 1.0424
O -9.088 3.767 22.487 -0.6703
O -8.278 4.162 24.965 -0.2958
C -8.259 2.852 25.325 -0.7148
O -8.549 6.230 23.439 -0.2935
C -9.895 6.639 23.239 -0.7316
H -4.802 5.255 23.275 0.2566
H -5.603 4.809 24.722 0.2570
H -6.114 6.329 24.045 0.3067
H -9.099 2.708 26.005 0.2388
H -7.402 2.537 25.921 0.2677
H -8.261 2.157 24.486 0.3380
H -9.944 7.410 22.470 0.2510
H -10.248 6.945 24.224 0.3082
H -10.664 5.876 23.116 0.3240
C -16.805 6.662 14.333 -0.6421
O -15.442 6.974 14.366 -0.3099
P -14.921 8.456 14.917 1.0585
O -15.248 8.724 16.343 -0.6786
O -13.339 8.446 14.616 -0.3012
C -12.397 7.526 15.223 -0.6935
O -15.420 9.555 13.825 -0.2549
C -15.622 10.873 14.182 -0.6494
H -17.170 5.951 15.073 0.2509
H -16.952 6.194 13.360 0.2636
H -17.393 7.577 14.260 0.2860
H -11.494 8.118 15.371 0.2667
H -12.199 6.590 14.700 0.2711
H -12.724 7.238 16.222 0.3307
H -14.819 11.359 13.629 0.2353
H -15.609 11.068 15.255 0.3466
H -16.604 11.113 13.774 0.2203
O -2.508 3.597 6.814 -0.5665
C -3.244 2.708 7.167 0.8032
O -3.975 2.621 8.233 -0.3149
C -3.965 3.673 9.207 -0.3839
C -5.470 3.980 9.686 -1.0057
C -3.187 1.448 6.336 -0.9932
H -3.458 4.559 8.824 0.3500
H -3.288 3.337 9.991 0.3289
H -6.061 3.123 10.008 0.2931
H -5.925 4.290 8.745 0.2854
H -5.519 4.825 10.373 0.3423
H -4.202 1.192 6.031 0.2898
H -2.927 0.579 6.941 0.2712
H -2.546 1.508 5.457 0.3005
O -3.709 10.509 17.109 -0.5493
C -2.628 10.309 16.609 0.6493
O -1.764 11.226 16.115 -0.2865
C -2.061 12.625 15.894 -0.0623
C -0.935 13.426 15.361 -1.2344
C -2.042 8.889 16.616 -0.8820
H -2.270 12.986 16.901 0.2490
H -2.906 12.714 15.211 0.2682
H -0.096 13.435 16.057 0.3215
H -1.128 14.495 15.278 0.3739
H -0.501 13.079 14.423 0.3214
H -0.971 9.010 16.458 0.2946
H -2.394 8.298 15.770 0.2508
H -2.308 8.324 17.509 0.2856
```

Results
Kohn-Sham gap = 2.76 eV
relative energy (zero: lowest compared OMol25 entry of this formula, charge and spin) = 958.3 kJ/mol
DFT total energy = -5784.510115 hartree
lowest unoccupied orbital energy = -4.53 eV
total charge = 0
molecular weight = 1020.545 g mol⁻¹

Here is a cluster of 10 separate species, C24H63N2O10S9 in total from OMol25. Energies are from the ωB97M-V functional and the def2-TZVPD basis.

The geometry in XYZ format:
```
108
Properties=species:S:1:pos:R:3:mulliken_charge:R:1
O -4.731 1.942 0.974 -0.5155
C -3.537 1.143 0.801 -0.4806
C -3.936 -0.273 0.196 -0.4885
N -3.618 -1.273 1.279 1.0649
C -2.307 -1.491 1.444 0.1918
C -1.900 -2.420 2.513 -0.4001
C -3.080 -2.967 3.241 -0.0906
C -4.430 -2.598 2.867 -0.3785
N -4.655 -1.747 1.879 -1.1316
H -5.045 1.687 1.856 0.2963
H -2.764 1.666 0.202 0.3184
H -3.115 1.027 1.837 0.4337
H -3.343 -0.493 -0.728 0.3037
H -5.005 -0.291 -0.090 0.2451
H -1.530 -0.965 0.815 0.6037
H -0.835 -2.639 2.722 0.5046
H -2.946 -3.654 4.100 0.0774
H -5.299 -2.995 3.421 0.4062
C -5.731 1.508 -3.235 -0.7804
S -4.182 0.673 -3.604 0.4870
O -3.190 1.086 -2.561 -0.5985
C -3.816 1.608 -5.097 -0.9746
H -6.128 1.104 -2.303 0.3121
H -5.558 2.578 -3.121 0.0972
H -6.444 1.327 -4.039 0.4298
H -3.764 2.672 -4.864 0.2747
H -4.590 1.422 -5.841 0.3954
H -2.854 1.272 -5.483 0.3510
C -8.486 6.153 -4.649 -0.8844
S -6.907 5.552 -4.034 0.4857
O -6.507 4.390 -4.886 -0.5890
C -7.548 4.889 -2.486 -0.9207
H -8.329 6.581 -5.639 0.2698
H -9.197 5.329 -4.720 0.3552
H -8.868 6.926 -3.979 0.3292
H -8.318 4.144 -2.691 0.3013
H -7.960 5.702 -1.887 0.4141
H -6.725 4.423 -1.945 0.2714
C 1.115 -3.196 -0.238 -0.8078
S 1.440 -1.720 0.743 0.5682
O 0.438 -0.677 0.326 -0.7418
C 3.004 -1.318 -0.037 -0.8612
H 0.147 -3.602 0.059 0.3117
H 1.091 -2.941 -1.298 0.3550
H 1.891 -3.937 -0.046 0.2165
H 2.859 -1.180 -1.110 0.4004
H 3.720 -2.118 0.148 0.2675
H 3.379 -0.394 0.400 0.2765
C -1.026 -4.739 6.366 -0.9803
S -0.253 -3.141 6.049 0.5324
O 0.670 -3.318 4.890 -0.5992
C 0.751 -3.111 7.542 -1.0030
H -1.677 -4.980 5.525 0.3104
H -0.261 -5.510 6.463 0.3768
H -1.621 -4.682 7.278 0.3600
H 1.406 -3.982 7.566 0.3186
H 0.100 -3.103 8.417 0.3746
H 1.353 -2.203 7.531 0.3405
C -7.792 10.114 -5.505 -0.8527
S -9.000 10.672 -4.290 0.4748
O -9.550 9.459 -3.618 -0.5925
C -10.227 11.229 -5.486 -0.9140
H -6.943 9.686 -4.972 0.2971
H -8.236 9.355 -6.150 0.2333
H -7.454 10.964 -6.099 0.3868
H -10.519 10.400 -6.132 0.2989
H -9.811 12.043 -6.080 0.3576
H -11.098 11.588 -4.940 0.3158
C 6.277 -4.664 0.620 -0.9797
S 6.594 -3.183 1.594 0.3415
O 5.595 -2.144 1.173 -0.5123
C 8.158 -2.774 0.810 -0.7816
H 5.313 -5.075 0.920 0.2228
H 6.250 -4.413 -0.441 0.3334
H 7.058 -5.400 0.811 0.4876
H 8.011 -2.640 -0.263 0.2957
H 8.877 -3.572 0.997 0.4349
H 8.528 -1.845 1.247 0.1858
C 4.966 -10.328 -0.540 -0.9208
S 4.966 -8.615 -1.097 0.4875
O 6.324 -8.062 -0.843 -0.5919
C 3.881 -7.996 0.204 -0.6645
H 5.622 -10.900 -1.195 0.3250
H 5.336 -10.385 0.485 0.3007
H 3.954 -10.730 -0.599 0.3491
H 4.319 -8.200 1.182 0.3184
H 2.904 -8.473 0.121 0.4086
H 3.770 -6.920 0.073 -0.0062
C 6.785 -0.090 4.126 -0.9686
S 7.917 0.612 2.911 0.8528
O 9.007 -0.384 2.691 -0.7505
C 8.572 1.899 3.984 -1.1568
H 6.287 -0.947 3.673 0.1924
H 7.338 -0.415 5.008 0.3697
H 6.039 0.657 4.402 0.3637
H 9.015 1.451 4.875 0.3605
H 7.770 2.582 4.264 0.3688
H 9.337 2.445 3.433 0.3323
C 6.067 0.749 -0.615 -0.7524
S 7.471 1.766 -1.106 0.4514
O 8.170 2.187 0.138 -0.5608
C 6.497 3.170 -1.678 -0.9686
H 6.445 -0.178 -0.185 0.0112
H 5.470 1.276 0.131 0.3247
H 5.460 0.519 -1.492 0.5010
H 5.873 3.545 -0.866 0.2914
H 5.877 2.864 -2.521 0.3522
H 7.182 3.954 -1.999 0.3435
```

Results
Kohn-Sham gap = 5.86 eV
relative energy (zero: lowest compared OMol25 entry of this formula, charge and spin) = 109.9 kJ/mol
DFT total energy = -5397.278506 hartree
lowest unoccupied orbital energy = -3.91 eV
total charge = +1
molecular weight = 828.375 g mol⁻¹

Here is a cluster of 6 separate species, C24H63O16S6Si in total from OMol25. Energies are from the ωB97M-V functional and the def2-TZVPD basis.

The geometry in XYZ format:
```
110
Properties=species:S:1:pos:R:3:mulliken_charge:R:1
C 5.000 -0.951 -0.817 -0.4700
O 5.946 -0.444 -1.822 -0.3269
C 5.457 0.767 -2.497 -0.3208
C 5.407 2.108 -1.516 -0.3591
C 4.340 3.251 -2.006 -0.5888
C 3.305 3.767 -0.833 -0.7416
C 2.231 2.600 -0.336 -0.1535
S 1.656 1.457 -1.703 0.0391
Si -0.083 0.267 -1.070 0.6609
C 0.338 -1.603 -1.495 -0.8960
C -1.565 0.928 -2.149 -0.8936
C -0.487 0.543 0.794 -0.6265
H 4.229 -0.168 -0.416 0.0756
H 5.656 -1.302 0.113 0.2832
H 4.379 -1.894 -1.161 0.1893
H 6.274 1.031 -3.328 0.2787
H 4.450 0.609 -3.108 0.1411
H 5.221 1.816 -0.375 0.3145
H 6.506 2.555 -1.540 0.3388
H 4.992 4.198 -2.326 0.3546
H 3.789 2.911 -3.001 0.3400
H 2.650 4.707 -1.166 0.3064
H 3.991 4.110 0.081 0.3197
H 2.763 1.974 0.528 0.3182
H 1.278 3.086 0.192 0.2155
H 2.664 0.482 -1.866 -0.0167
H 1.508 -1.602 -1.731 0.1945
H -0.213 -1.984 -2.457 0.3278
H 0.216 -2.314 -0.559 0.2448
H -1.461 2.117 -2.135 0.2364
H -2.618 0.608 -1.748 0.3190
H -1.411 0.625 -3.292 0.2591
H -1.199 1.493 0.859 0.1998
H 0.479 0.728 1.445 0.2713
H -1.121 -0.391 1.146 0.1735
O -0.982 -2.306 2.833 -0.5808
S -1.865 -3.070 3.686 1.1556
O -2.958 -2.452 4.409 -0.5731
O -0.971 -3.941 4.732 -0.3017
C -0.053 -3.257 5.576 -0.2980
C -0.765 -2.504 6.684 -0.9444
C -2.525 -4.428 2.754 -1.0283
H 0.585 -2.588 4.988 0.2643
H 0.600 -4.014 6.024 0.2862
H -1.379 -1.694 6.280 0.2772
H -0.046 -2.062 7.380 0.4125
H -1.434 -3.171 7.237 0.2232
H -1.710 -4.932 2.230 0.3386
H -3.240 -4.022 2.034 0.3810
H -3.034 -5.112 3.436 0.3657
O -2.870 1.439 -6.439 -0.6545
S -3.900 1.906 -5.537 1.2213
O -4.184 1.235 -4.285 -0.5762
O -5.291 2.083 -6.366 -0.2677
C -5.815 0.960 -7.063 -0.3198
C -6.415 -0.060 -6.112 -0.9753
C -3.615 3.622 -5.186 -0.9024
H -5.045 0.507 -7.697 0.3148
H -6.603 1.332 -7.729 0.2674
H -5.647 -0.503 -5.473 0.2889
H -6.898 -0.871 -6.665 0.3828
H -7.151 0.413 -5.454 0.2594
H -3.436 4.153 -6.122 0.3375
H -2.736 3.689 -4.541 0.3053
H -4.486 4.026 -4.667 0.3265
O -6.260 -6.431 5.208 -0.6410
S -7.195 -5.356 5.457 1.2270
O -7.349 -4.245 4.540 -0.5975
O -6.943 -4.769 6.955 -0.2477
C -5.646 -4.289 7.287 -0.3591
C -5.356 -2.954 6.626 -0.8321
C -8.801 -6.053 5.745 -0.9560
H -4.883 -5.033 7.032 0.2995
H -5.619 -4.160 8.376 0.2716
H -5.310 -3.054 5.538 0.2445
H -4.397 -2.551 6.965 0.3042
H -6.147 -2.232 6.852 0.2938
H -8.713 -6.870 6.464 0.3192
H -9.177 -6.431 4.792 0.3711
H -9.464 -5.271 6.120 0.3155
O 10.068 -1.620 -5.065 -0.6305
S 8.858 -1.384 -5.823 1.1590
O 7.990 -0.257 -5.549 -0.5672
O 7.964 -2.746 -5.833 -0.2635
C 7.581 -3.316 -4.588 -0.5019
C 6.489 -2.506 -3.912 -0.6704
C 9.263 -1.356 -7.550 -0.9544
H 8.451 -3.433 -3.933 0.3459
H 7.198 -4.322 -4.797 0.2913
H 6.852 -1.514 -3.627 0.1629
H 6.138 -3.005 -3.005 0.3318
H 5.643 -2.358 -4.590 0.2709
H 9.888 -2.221 -7.784 0.3428
H 9.810 -0.433 -7.749 0.3697
H 8.339 -1.372 -8.130 0.3117
O -0.601 5.086 1.334 -0.6263
S -0.890 5.033 2.750 1.1978
O -2.246 5.077 3.259 -0.6065
O -0.005 6.167 3.515 -0.2657
C -0.137 7.522 3.106 -0.2931
C -1.453 8.122 3.566 -1.0046
C -0.092 3.607 3.441 -0.8920
H -0.018 7.610 2.020 0.3001
H 0.687 8.080 3.566 0.2715
H -2.301 7.633 3.077 0.3096
H -1.501 9.188 3.328 0.3869
H -1.582 7.989 4.644 0.2661
H 0.944 3.576 3.100 0.2781
H -0.629 2.723 3.092 0.2806
H -0.144 3.665 4.530 0.3925
```

Results
Kohn-Sham gap = 9.23 eV
DFT total energy = -4834.237954 hartree
lowest unoccupied orbital energy = -2.82 eV
total charge = +1
molecular weight = 828.240 g mol⁻¹

no.,HOMO energy (eV)
1,-7.28
2,-9.77
3,-12.05